(1)
Below is C29H26CoN8OS as an isolated structure, with properties calculated with the ωB97M-V functional and the def2-TZVPD basis.

As for the frontier orbital gap (spin up / spin down): 7.050 / 6.971 eV. For the total energy, the calculation gives -3414.5064 hartree. The total charge is +2. Its spin multiplicity is 2.

Each line ends with the Löwdin spin population.
Cartesian coordinates (Å):
Co1 0.333 0.499 -0.308  0.99
C1 -2.879 3.067 0.786  0.00
C2 -1.653 2.406 0.829  0.00
N1 -1.311 1.554 -0.129  -0.01
C3 -2.180 1.355 -1.149  0.00
C4 -3.397 2.007 -1.156  0.00
N2 -3.743 2.859 -0.192  0.00
C5 -1.690 0.443 -2.203  0.00
C6 -2.337 0.028 -3.348  0.00
C7 -1.678 -0.843 -4.221  0.00
C8 -0.380 -1.266 -3.915  0.00
C9 0.216 -0.811 -2.757  0.00
N3 -0.448 0.018 -1.947  0.00
C10 1.580 -1.065 -2.261  0.00
C11 2.537 -1.832 -2.899  0.00
N4 3.778 -1.943 -2.431  0.00
C12 4.078 -1.278 -1.328  0.00
C13 3.127 -0.518 -0.657  0.00
N5 1.878 -0.427 -1.103  -0.01
C14 -2.341 -1.307 -5.459  0.00
C15 -3.127 -0.444 -6.210  0.00
C16 -3.723 -0.926 -7.370  0.00
N6 -3.585 -2.183 -7.781  0.00
C17 -2.839 -3.011 -7.057  0.00
C18 -2.191 -2.617 -5.893  0.00
H1 -3.154 3.767 1.565  0.00
H2 -0.954 2.550 1.641  0.00
H3 -4.113 1.854 -1.954  0.00
H4 -3.347 0.346 -3.564  0.00
H5 0.151 -1.917 -4.597  0.00
H6 2.307 -2.364 -3.814  0.00
H7 5.092 -1.350 -0.956  0.00
H8 3.368 0.017 0.253  0.00
H9 -3.253 0.596 -5.932  0.00
H10 -4.329 -0.276 -7.988  0.00
H11 -2.756 -4.029 -7.416  0.00
H12 -1.612 -3.339 -5.329  0.00
C19 4.239 0.686 5.275  0.00
C20 4.554 -0.646 4.597  0.00
C21 4.187 -0.657 3.119  0.00
N7 2.766 -0.326 2.882  0.00
C22 1.813 -0.974 2.241  0.00
S1 0.337 -0.109 1.873  0.02
N8 1.897 -2.243 1.853  0.00
C23 2.913 -3.275 2.126  0.00
O1 3.453 -3.757 1.173  0.00
C24 3.101 -3.641 3.534  0.00
C25 4.255 -4.352 3.871  0.00
C26 4.473 -4.724 5.185  0.00
C27 3.532 -4.408 6.160  0.00
C28 2.373 -3.718 5.823  0.00
C29 2.158 -3.327 4.513  0.00
H13 4.684 0.722 6.268  0.00
H14 3.163 0.834 5.406  0.00
H15 4.642 1.530 4.706  0.00
H16 4.042 -1.464 5.105  0.00
H17 5.623 -0.855 4.657  0.00
H18 4.420 -1.614 2.663  0.00
H19 4.770 0.107 2.598  0.00
H20 2.493 0.599 3.184  0.00
H21 1.182 -2.536 1.203  0.00
H22 4.967 -4.602 3.094  0.00
H23 5.369 -5.268 5.451  0.00
H24 3.700 -4.709 7.186  0.00
H25 1.636 -3.493 6.583  0.00
H26 1.244 -2.805 4.254  0.00

=====

(2)
Below is C29H26F6IrNO6S2Sb2Te as an isolated structure, with properties calculated with the ωB97M-V functional and the def2-TZVPD basis.

As for the frontier orbital gap (spin up / spin down): 6.655 / 6.657 eV. For the total energy, the calculation gives -3875.1101 hartree. The total charge is 0.

Each line ends with the Löwdin charge.
Cartesian coordinates (Å):
Ir1 2.222 1.101 1.065  0.64
F1 3.669 -0.895 -3.605  0.15
C1 3.682 0.414 -3.369  -0.68
F2 2.515 0.931 -3.728  0.15
F3 4.654 0.982 -4.072  0.16
S1 4.013 0.670 -1.566  0.62
O1 2.720 0.289 -0.964  -0.52
O2 5.163 -0.116 -1.288  -0.23
N1 4.301 2.216 -1.354  -0.27
S2 3.084 3.163 -1.044  0.62
O3 2.731 3.150 0.386  -0.43
O4 1.973 3.073 -1.947  -0.28
C2 3.879 4.808 -1.262  -0.69
F4 2.985 5.742 -0.970  0.16
F5 4.261 4.939 -2.526  0.16
F6 4.925 4.920 -0.461  0.17
C3 -0.522 -1.386 -1.752  -0.36
C4 -1.438 -0.173 -1.924  -0.36
C5 -0.830 1.169 -1.529  -0.33
Sb1 -0.127 1.614 0.450  1.48
C6 -1.598 0.986 1.821  -0.41
C7 -1.264 0.583 3.107  -0.14
C8 -2.266 0.148 3.965  -0.07
C9 -3.587 0.114 3.541  -0.08
C10 -3.919 0.533 2.258  -0.08
C11 -2.925 0.976 1.399  -0.13
C12 -0.539 3.694 0.468  -0.34
C13 -0.513 4.482 -0.679  -0.13
C14 -0.816 5.835 -0.596  -0.08
C15 -1.142 6.404 0.627  -0.08
C16 -1.169 5.620 1.771  -0.08
C17 -0.871 4.268 1.693  -0.11
Sb2 -0.701 -2.179 0.253  1.46
C18 0.961 -3.515 0.137  -0.42
C19 0.889 -4.843 0.547  -0.13
C20 2.035 -5.627 0.592  -0.08
C21 3.266 -5.091 0.238  -0.08
C22 3.350 -3.768 -0.172  -0.08
C23 2.202 -2.986 -0.224  -0.21
C24 -2.297 -3.546 -0.152  -0.40
C25 -2.239 -4.494 -1.173  -0.14
C26 -3.310 -5.345 -1.402  -0.09
C27 -4.451 -5.254 -0.615  -0.09
C28 -4.518 -4.314 0.402  -0.09
C29 -3.443 -3.464 0.634  -0.15
H1 0.522 -1.121 -1.939  0.04
H2 -0.794 -2.177 -2.451  0.05
H3 -2.384 -0.329 -1.394  0.08
H4 -1.708 -0.072 -2.980  0.11
H5 -1.556 1.969 -1.694  0.06
H6 0.040 1.399 -2.149  0.05
H7 -0.234 0.602 3.443  0.06
H8 -2.008 -0.167 4.967  0.11
H9 -4.360 -0.234 4.213  0.10
H10 -4.950 0.516 1.929  0.11
H11 -3.191 1.305 0.400  0.10
H12 -0.243 4.056 -1.635  0.09
H13 -0.793 6.444 -1.491  0.11
H14 -1.373 7.459 0.688  0.10
H15 -1.422 6.060 2.727  0.11
H16 -0.897 3.661 2.591  0.10
H17 -0.065 -5.272 0.831  0.10
H18 1.967 -6.659 0.910  0.10
H19 4.157 -5.704 0.282  0.10
H20 4.304 -3.339 -0.451  0.11
H21 2.285 -1.958 -0.562  0.05
H22 -1.349 -4.576 -1.787  0.10
H23 -3.256 -6.081 -2.195  0.10
H24 -5.287 -5.918 -0.795  0.10
H25 -5.406 -4.243 1.018  0.10
H26 -3.499 -2.732 1.433  0.08
Te1 2.253 -0.970 2.465  1.03
O5 2.021 0.567 3.752  -0.74
O6 2.234 1.686 2.892  -0.53

=====

(3)
Below is C29H26N3PPt as an isolated structure, with properties calculated with the ωB97M-V functional and the def2-TZVPD basis.

As for the frontier orbital gap: 7.834 eV. For the total energy, the calculation gives -1745.6515 hartree. The total charge is 0.

Each line ends with the natural charge from an NBO analysis.
Cartesian coordinates (Å):
Pt1 0.049 1.537 -0.296  0.60
C1 -2.252 0.472 -3.344  -0.65
C2 -2.518 -0.930 -2.859  0.03
C3 -3.524 -1.696 -3.444  -0.22
C4 -3.765 -2.999 -3.036  -0.17
C5 -3.003 -3.563 -2.023  -0.25
C6 -2.013 -2.811 -1.411  -0.13
C7 -1.760 -1.507 -1.829  -0.41
P1 -0.420 -0.552 -1.055  1.07
C8 -0.516 -1.275 0.641  -0.35
C9 -1.669 -0.852 1.318  -0.20
C10 -1.974 -1.313 2.586  -0.23
C11 -1.118 -2.213 3.204  -0.21
C12 0.030 -2.628 2.548  -0.22
C13 0.359 -2.174 1.268  -0.02
C14 1.632 -2.676 0.633  -0.64
C15 1.079 -1.061 -1.930  -0.41
C16 1.171 -2.123 -2.823  -0.18
C17 2.323 -2.289 -3.578  -0.23
C18 3.344 -1.349 -3.477  -0.18
C19 3.234 -0.286 -2.590  -0.21
C20 2.118 -0.158 -1.766  0.02
C21 2.009 0.897 -0.711  -0.72
H1 -2.950 0.743 -4.135  0.22
H2 -1.237 0.561 -3.739  0.23
H3 -2.344 1.203 -2.539  0.26
H4 -4.117 -1.263 -4.240  0.21
H5 -4.547 -3.577 -3.511  0.21
H6 -3.176 -4.584 -1.708  0.22
H7 -1.435 -3.250 -0.608  0.21
H8 -2.338 -0.152 0.828  0.24
H9 -2.872 -0.973 3.085  0.22
H10 -1.350 -2.604 4.186  0.22
H11 0.697 -3.330 3.035  0.21
H12 2.152 -3.348 1.315  0.22
H13 2.302 -1.854 0.381  0.23
H14 1.433 -3.217 -0.292  0.23
H15 0.341 -2.809 -2.943  0.22
H16 2.410 -3.124 -4.261  0.22
H17 4.229 -1.444 -4.092  0.21
H18 4.031 0.445 -2.514  0.21
H19 2.671 1.741 -0.909  0.21
H20 2.278 0.477 0.268  0.20
N1 -2.303 3.698 -0.720  -0.50
C22 -1.470 2.905 -0.584  -0.16
N2 0.845 1.819 3.882  -0.52
C23 0.626 1.254 2.670  0.25
N3 0.625 2.141 1.711  -0.52
C24 0.846 3.372 2.315  0.15
C25 0.923 4.645 1.756  -0.20
C26 1.151 5.698 2.615  -0.22
C27 1.317 5.499 3.997  -0.20
C28 1.241 4.241 4.559  -0.24
C29 0.988 3.185 3.688  0.09
H21 0.843 1.336 4.762  0.43
H22 0.490 0.193 2.543  0.24
H23 0.796 4.789 0.691  0.24
H24 1.205 6.704 2.220  0.22
H25 1.508 6.350 4.637  0.22
H26 1.374 4.078 5.621  0.22

=====

(4)
Below is C29H26N7O3SeTl as an isolated structure, with properties calculated with the ωB97M-V functional and the def2-TZVPD basis.

As for the frontier orbital gap (spin up / spin down): 4.598 / 5.978 eV. For the total energy, the calculation gives -4303.1492 hartree. The total charge is +2.

Each line ends with the natural charge from an NBO analysis.
Cartesian coordinates (Å):
Tl1 0.650 0.142 3.090  1.21
Se1 -5.571 0.435 -2.444  1.08
N1 -4.786 -0.879 -1.595  -0.62
C1 -3.873 -0.393 -0.776  0.10
C2 -3.011 -1.184 0.054  -0.10
C3 -3.019 -2.584 0.030  -0.10
C4 -2.118 -3.274 0.813  -0.24
C5 -1.240 -2.544 1.616  0.06
N2 -1.239 -1.228 1.664  -0.49
C6 -2.093 -0.531 0.907  0.23
C7 -2.030 0.925 0.940  0.15
N3 -1.205 1.510 1.813  -0.50
C8 -1.071 2.820 1.828  0.09
C9 -1.730 3.652 0.922  -0.23
C10 -2.614 3.086 0.031  -0.10
C11 -2.807 1.699 0.050  -0.08
C12 -3.753 1.033 -0.799  0.10
N4 -4.575 1.632 -1.639  -0.62
H1 -3.729 -3.087 -0.608  0.26
H2 -2.081 -4.352 0.816  0.25
H3 -0.509 -3.044 2.234  0.21
H4 -0.409 3.218 2.582  0.22
H5 -1.548 4.714 0.939  0.25
H6 -3.174 3.675 -0.679  0.26
C13 4.954 -2.613 -4.041  -0.65
C14 3.642 -2.586 -3.329  0.01
C15 2.933 -3.775 -3.179  -0.08
C16 1.707 -3.815 -2.508  -0.19
C17 1.164 -2.656 -2.030  -0.20
C18 1.845 -1.420 -2.191  0.27
N5 1.198 -0.325 -1.729  -0.39
C19 1.449 1.020 -1.974  0.18
C20 1.483 1.529 -3.274  -0.22
C21 1.728 2.872 -3.482  -0.17
C22 1.921 3.736 -2.415  -0.17
C23 1.853 3.256 -1.114  -0.15
C24 1.642 1.908 -0.906  -0.15
C25 1.624 1.283 0.491  0.75
O1 1.704 2.058 1.433  -0.62
O2 1.461 0.046 0.495  -0.63
C26 3.139 -1.397 -2.789  0.02
C27 4.002 -0.186 -2.825  -0.66
H7 5.034 -3.505 -4.656  0.24
H8 5.772 -2.634 -3.320  0.24
H9 5.090 -1.741 -4.677  0.23
H10 3.355 -4.687 -3.571  0.24
H11 1.193 -4.754 -2.387  0.24
H12 0.209 -2.661 -1.525  0.22
H13 0.354 -0.528 -1.198  0.43
H14 1.284 0.860 -4.097  0.24
H15 1.764 3.251 -4.492  0.24
H16 2.139 4.776 -2.592  0.24
H17 2.011 3.909 -0.267  0.25
H18 3.978 0.274 -3.815  0.25
H19 5.035 -0.472 -2.630  0.25
H20 3.709 0.556 -2.090  0.23
C28 -3.112 -0.269 4.702  -0.42
N6 -2.526 0.013 5.984  -0.60
C29 -1.332 0.645 6.114  0.80
N7 -0.903 0.861 7.371  -0.80
O3 -0.676 1.010 5.131  -0.75
H21 -4.123 0.141 4.649  0.22
H22 -3.157 -1.346 4.526  0.20
H23 -2.490 0.195 3.937  0.22
H24 -3.033 -0.288 6.803  0.41
H25 -1.461 0.674 8.185  0.41
H26 -0.027 1.340 7.494  0.42

=====

What are the maximum force values for these records? In order: 0.27 0.93 1.46 2.04 eV/A.
What are the relative energy (zero: lowest compared OMol25 entry of this formula, charge and spin) values for these records? In order: 0.0000 0.0000 0.9873 0.0000 eV.